Computed, not measured: an isolated ion of composition C6H10N and charge +1, with ωB97M-V/def2-TZVPD.

Positions of all 17 atoms, in Å:
C: -1.161803 1.251151 -0.240420
N: -0.564731 0.012947 0.028900
C: -1.563798 -1.099257 0.091734
C: 0.471818 -0.234726 1.084935
C: 1.677062 0.546822 0.403020
C: 2.212038 -0.420789 -0.594805
C: 0.727071 -0.420461 -0.371058
H: -0.705357 2.119385 0.280260
H: -1.289210 1.589037 -1.235615
H: -2.235623 1.276885 0.014293
H: -2.442160 -0.724172 -0.482699
H: -1.207897 -2.025142 -0.548357
H: -1.663813 -1.246670 1.190809
H: 0.463710 -0.948993 1.953314
H: 1.831290 1.611690 0.335591
H: 2.684084 -0.026800 -1.623059
H: 2.767320 -1.260910 -0.286843

Force components x, y, z for each atom (eV/Å):
-1.893 4.198 1.088
-0.583 -2.068 0.160
-0.342 -1.348 -1.831
3.469 0.223 -1.196
-1.966 -0.995 0.355
1.433 1.151 -2.887
1.617 0.834 2.103
0.057 -0.875 -0.107
0.866 -0.533 -1.636
0.574 -0.441 0.774
0.296 -0.544 1.082
-0.360 1.782 1.842
-0.728 -0.474 -1.170
-0.612 0.746 -1.194
-0.584 0.122 -0.255
-1.422 -0.494 2.478
0.178 -1.283 0.392

Results
HOMO: -13.98 eV
Energy relative to the best compared isomer or geometry (same formula, charge and spin): 569.4 kJ/mol
Multiplicity: 1
Charge: +1
SMILES: C[N+]1(C)[C@@H]2[C@H]3C[C@]321

natural (NBO) atomic charge list, values in e, 5 entries: number 1, C, carries -0.456; number 2, N, carries -0.200; number 3, C, carries -0.418; number 4, C, carries -0.059; number 5, C, carries -0.217